[1]
{"formula": "C16H48ClN4O4", "method": "ωB97M-V/def2-TZVPD", "relative_energy_kj_mol": 13.2, "lumo_ha": -0.2169, "energy_ev": -44019.5522, "largest_force_ev_per_a": 3.91, "charge": 3, "species": ["H", "Cl", "O", "C", "H", "O", "C", "C", "C", "H", "H", "H", "H", "H", "H", "H", "C", "H", "H", "H", "H", "C", "C", "H", "H", "H", "H", "H", "O", "O", "H", "H", "H", "H", "C", "H", "N", "H", "H", "C", "H", "H", "H", "C", "H", "H", "H", "H", "C", "H", "C", "H", "C", "H", "C", "H", "H", "H", "H", "N", "H", "H", "H", "C", "H", "N", "H", "H", "H", "N", "H", "H", "C"], "positions_angstrom": [[2.059128, -4.137064, -5.965985], [-0.429876, 0.458405, -2.695813], [1.728951, -2.665138, -4.570174], [3.777692, 1.750303, -4.195668], [0.303033, -2.282609, 8.678828], [0.494425, -0.265735, 8.493827], [-2.125024, -1.299624, 9.566715], [-6.358722, 4.178444, -1.421371], [-4.159026, 1.255067, -1.914934], [-2.077860, 1.552366, -1.712028], [-5.943291, 5.185438, -1.151338], [2.503879, -3.523298, -0.250221], [1.013124, -1.458736, -2.812464], [2.237346, -4.872751, -1.406182], [1.218944, 0.747126, 6.983542], [-0.527182, 0.612734, 10.129475], [2.918391, 1.555679, -5.389291], [3.355084, -3.197816, -2.498253], [3.245888, 3.493090, -6.203545], [0.549591, -3.772719, -3.304536], [3.775836, 2.859753, -3.911718], [1.974648, -3.884748, -1.161276], [-0.716719, -1.322454, 10.275507], [-2.294556, -2.276863, 9.137399], [-2.387979, -0.602705, 8.771170], [-0.696977, -2.105774, 11.067405], [0.353884, 0.077803, 11.436279], [-4.513963, 1.056303, 0.282944], [-5.241446, 3.302766, -1.420970], [3.404977, 0.905700, -3.091774], [-2.873657, -1.209271, 10.366933], [-3.983091, 0.503188, -2.721230], [-5.099597, -0.322263, -0.745334], [4.159057, 2.217236, -6.958827], [-5.302285, 2.204388, -2.293760], [0.926434, -3.929664, -0.909359], [-0.524229, 0.036449, 10.915406], [1.221395, 0.961531, -4.197702], [5.207388, 0.687317, -2.202551], [2.279393, -3.066967, -2.319499], [-3.393603, -0.072111, -0.372685], [-6.873173, 4.307860, -2.392782], [-2.810633, 2.631380, -2.648936], [1.439011, -3.277069, -5.862978], [-1.324153, 0.273955, 11.499437], [2.506727, 0.010141, 7.968572], [4.785530, 1.498053, -4.491543], [-2.991061, 2.643130, -0.934715], [-4.306226, 0.468988, -0.632457], [4.263098, 2.128323, -1.767914], [0.476213, -1.394915, 9.298955], [1.969602, -4.693301, -3.809147], [3.192769, 2.482122, -6.534471], [2.525565, -1.056676, -2.878314], [4.260153, 1.054737, -1.977294], [1.188172, 2.555155, -4.681338], [2.992289, 0.472365, -5.714148], [-6.254197, 1.590906, -2.329368], [0.897196, 1.314786, -5.700135], [1.450357, 1.576542, -4.958375], [1.414409, -1.402348, 9.877354], [-7.207104, 3.847863, -0.760788], [3.840074, 0.455544, -1.176855], [1.614911, -3.659574, -3.562985], [0.396869, -3.661300, -5.791423], [1.876554, -1.595582, -2.281316], [1.683421, -1.149944, -1.338728], [1.585877, -2.574232, -6.664212], [2.454904, 2.323665, -7.316607], [-2.951273, 2.098649, -1.795836], [-5.161489, 2.553763, -3.319820], [1.496500, -1.009548, 6.871996], [1.509704, -0.146214, 7.499230]], "forces_ev_per_a": [[0.73, -0.55, -0.38], [0.14, 0.02, -0.07], [0.42, -0.96, -1.03], [0.48, 1.11, 1.39], [0.54, -0.22, 0.27], [-1.00, 0.95, 0.24], [0.24, -0.70, 1.31], [-0.99, 1.19, 0.11], [-0.45, -0.80, -0.33], [0.01, -0.52, -0.29], [-0.68, -1.00, 0.07], [-0.17, -0.55, -0.57], [-0.58, -0.04, 0.17], [0.68, -1.35, 0.02], [0.13, 0.31, -0.57], [0.47, 1.95, -1.68], [-1.08, -2.89, -0.08], [-0.05, 1.02, 0.08], [-0.16, 0.94, 0.06], [-0.08, -0.15, -0.22], [-0.05, -1.31, 0.01], [-0.62, 1.03, 2.69], [-0.63, 0.44, -1.22], [0.07, -0.39, -0.04], [0.81, 0.43, 0.21], [0.12, 0.58, -0.71], [-0.12, 0.30, -0.02], [-0.27, 0.07, -0.69], [-0.33, -0.57, 0.08], [-0.89, -0.01, -1.69], [0.02, 0.05, -0.26], [-0.05, 0.83, 0.34], [0.67, 0.95, 0.13], [0.06, 0.05, -0.03], [-0.60, -1.00, -0.27], [-0.55, 0.18, 0.00], [-0.67, -1.83, 1.71], [-0.27, -0.52, 1.25], [1.90, -0.46, -0.34], [0.88, -0.26, -2.04], [0.14, -0.07, -0.39], [0.74, -0.29, -0.03], [-0.10, 0.66, 0.22], [-1.32, -0.06, 1.48], [0.13, 0.11, 0.28], [-0.53, -0.25, -0.31], [0.52, 0.10, -0.14], [-0.39, 0.69, -0.39], [-0.84, -0.89, 0.97], [0.36, -0.23, 0.66], [0.02, -0.83, 0.20], [0.23, 1.06, -0.01], [0.13, -0.88, -0.16], [0.10, 0.22, 0.79], [-1.54, 1.05, 0.09], [0.03, -1.12, -0.12], [0.28, 1.11, 0.17], [0.71, 0.88, 0.52], [-1.78, -0.66, -2.32], [2.04, 3.14, 1.13], [-0.06, -0.68, -0.12], [1.16, 0.22, -0.10], [-0.08, 0.23, 0.26], [-0.92, 0.61, 0.51], [0.46, 0.45, -0.51], [0.12, -0.17, 0.48], [0.67, -0.67, -1.35], [-0.03, 0.29, -0.08], [-0.06, 0.28, -0.12], [1.17, -0.43, 0.20], [0.08, 0.02, -0.22], [0.15, -0.58, -0.60], [0.33, 0.36, 1.44]]}



[2]
{"formula": "C16H48ClO12S8", "method": "ωB97M-V/def2-TZVPD", "relative_energy_kj_mol": 48.0, "lumo_ha": 0.0706, "energy_ev": -141133.2476, "largest_force_ev_per_a": 2.00, "charge": -1, "species": ["O", "H", "C", "C", "O", "C", "H", "H", "H", "S", "H", "C", "H", "C", "H", "H", "H", "H", "C", "H", "H", "H", "O", "H", "S", "H", "S", "O", "H", "H", "C", "S", "H", "C", "H", "H", "H", "H", "H", "H", "H", "C", "C", "H", "H", "C", "H", "O", "H", "O", "O", "H", "H", "H", "H", "C", "S", "H", "C", "C", "H", "O", "H", "H", "H", "H", "S", "H", "C", "O", "C", "S", "H", "H", "O", "H", "H", "H", "H", "Cl", "O", "H", "O", "H", "S"], "positions_angstrom": [[6.126231, 1.413488, -2.299003], [0.747750, 3.404956, -0.404025], [-2.940429, 0.661889, -6.288577], [0.847055, 4.908566, 2.903954], [1.194022, 1.615242, 4.270576], [-1.779687, -0.571489, -4.274781], [3.020080, 1.613282, 1.654730], [2.462423, -6.410804, -1.577177], [3.406585, -0.380416, 4.849036], [-2.744589, 0.907403, -4.542270], [3.355029, 1.630800, -2.471168], [1.116920, -4.363507, -0.067756], [-2.558792, -2.885790, -0.147390], [-3.390223, -2.712648, 0.543296], [4.575225, 0.931670, 5.172417], [0.285464, -4.623709, -0.711291], [1.591991, -2.480810, 3.532410], [-2.985983, -2.280023, 1.448104], [3.523100, 0.675525, 5.113405], [-3.905312, -3.652736, 0.732513], [-4.349363, 4.882552, -3.922888], [-0.937613, 0.178988, 4.383650], [0.755180, 6.074576, 0.529528], [2.997793, 0.775736, 6.068309], [0.163468, 4.953899, 1.260419], [4.046008, 0.473139, 2.542724], [5.243146, 1.370986, -1.123113], [-0.165306, -1.898331, -1.365069], [0.512182, -0.279902, 3.489674], [-2.227252, 2.367725, -1.082991], [-0.433918, -0.634711, 3.856057], [1.913784, -5.786534, 0.686859], [-1.354601, -0.599131, -3.280816], [3.696183, 2.170220, -1.581917], [-4.276482, 3.102108, -3.748627], [3.843678, 3.217915, -1.807755], [0.831952, -6.762226, -1.110613], [-5.228610, -3.557260, -1.372946], [-5.072971, 4.108258, -2.482695], [1.710208, -3.295670, 5.098099], [-3.915930, 2.911254, -0.870350], [4.489822, -0.204365, -0.964463], [0.830614, 3.427883, 0.680490], [0.537794, 5.841980, 3.376076], [4.155613, -0.668185, -1.899450], [-4.276340, 4.055318, -3.221321], [3.631704, -0.106484, -0.299347], [1.062317, 0.126207, -1.598210], [-2.388458, -1.451040, -4.498884], [-5.817551, -1.652230, 0.484936], [-4.052640, 0.584232, -3.958198], [1.932095, 4.810895, 3.009314], [-3.301489, -0.351262, -6.441677], [-2.455212, 3.815074, -0.179029], [-1.006373, -0.662623, -5.047900], [1.869045, -6.827033, -0.759425], [-0.312037, -2.040029, 4.955702], [-5.504755, -2.083770, -2.313662], [1.409069, -2.372008, 4.599990], [-4.791097, -2.602673, -1.671444], [5.141965, -0.995213, -0.579986], [-0.960223, 0.170118, -0.411937], [1.961105, -1.554183, 5.071332], [0.194369, 2.617794, 1.050714], [0.737815, -3.796502, 0.783400], [-3.900762, -2.793059, -2.276216], [-2.674290, 4.294242, -2.435415], [2.944754, 1.956191, -0.825570], [-2.889541, 3.235864, -0.995582], [0.877068, -0.966889, 0.550300], [3.065779, 0.946979, 2.511353], [-4.513829, -1.575843, -0.235279], [2.322915, 0.161566, 2.341845], [-1.990637, 0.831318, -6.803388], [-1.088241, -3.141250, 4.393602], [-1.103423, -0.832566, 3.015501], [-3.619015, 1.415887, -6.683115], [0.414656, 4.088062, 3.486270], [1.850470, 3.299884, 1.031936], [0.205035, -0.659395, -0.709795], [3.316519, -5.367764, 0.911914], [2.141411, -7.857669, -0.566319], [-2.676202, 5.683485, -1.987406], [1.902238, -3.763064, -0.517548], [2.629510, 1.787682, 4.023316]], "forces_ev_per_a": [[0.49, -0.14, -0.72], [0.17, 0.13, -0.05], [0.38, 0.31, -0.74], [0.10, -0.05, 1.03], [-0.82, 0.00, 0.18], [0.64, -0.55, -1.02], [-0.01, 0.18, 0.09], [0.28, 0.05, 0.26], [0.15, 0.30, -0.34], [0.92, -0.27, 0.09], [0.03, 0.24, -0.07], [-0.02, 0.17, 0.95], [-0.01, 0.12, 0.06], [0.52, -0.31, -0.23], [0.04, 0.18, 0.06], [0.05, 0.05, -0.19], [-0.03, 0.23, -0.08], [-0.07, 0.05, 0.27], [-0.68, -0.67, 0.52], [-0.09, 0.03, 0.15], [-0.06, 0.00, -0.07], [0.34, -0.02, 0.15], [0.87, 0.75, -0.49], [0.41, 0.26, 0.09], [-1.33, -0.28, 0.53], [0.10, 0.22, 0.20], [-0.28, 0.81, 0.84], [-0.14, 0.34, 0.13], [0.10, -0.06, 0.00], [-0.25, -0.08, -0.24], [-1.18, 0.64, -0.27], [-0.23, -0.07, -0.04], [0.01, 0.00, 0.17], [-0.16, -0.78, -0.54], [-0.19, -0.06, 0.10], [0.05, 0.16, 0.21], [0.07, -0.40, 0.15], [0.02, 0.09, 0.24], [-0.05, 0.01, 0.01], [-0.20, 0.01, 0.03], [-0.08, 0.14, 0.33], [-0.37, -1.96, -0.07], [-0.01, -0.73, -0.07], [0.02, 0.02, -0.05], [-0.21, 0.73, -0.20], [0.21, -0.19, 0.00], [-0.04, -0.07, 0.00], [-0.04, -0.74, 0.61], [-0.47, 0.21, 0.46], [0.03, 0.13, 0.25], [-1.33, 0.15, 0.59], [0.00, 0.11, -0.56], [-0.16, -0.01, -0.18], [-0.50, 0.14, 0.14], [0.30, 0.47, 0.39], [-0.62, 0.20, -0.97], [0.70, 0.80, 0.40], [0.01, 0.08, 0.14], [0.41, -0.25, 0.47], [-0.12, -0.22, -0.95], [0.34, 0.57, 0.37], [0.28, -0.86, -0.21], [-0.02, -0.12, -0.33], [0.12, 0.02, 0.13], [-0.11, 0.16, -0.15], [0.13, 0.20, 0.26], [0.18, -1.25, -0.88], [0.01, 0.37, 0.17], [0.72, -0.36, -0.06], [0.07, 0.10, -0.69], [-0.28, -0.68, -0.69], [-0.29, -0.03, -0.22], [0.00, 0.02, 0.01], [0.05, -0.21, 0.14], [-0.96, -1.24, -0.58], [0.24, -0.61, 0.00], [-0.27, -0.14, 0.18], [-0.17, -0.02, -0.26], [0.17, 0.01, -0.23], [-0.12, 1.27, 0.26], [0.55, 0.01, 0.23], [0.11, -0.03, 0.22], [-0.02, 1.58, 0.70], [-0.06, -0.09, -0.39], [1.67, 0.77, -0.12]]}